The following is a quantum chemistry calculation of 16 unconnected molecules or ions with the total composition C86H220N16O27, from the Open Molecules 2025 dataset.

The value obtained for the total energy is -171850.76660 eV. The calculation puts the HOMO-LUMO gap at 8.895 eV. Its charge is 0. The calculation puts the energy above the lowest of the compared OMol25 structures with the same formula, charge and spin at 104.6 kcal per mole. As for the LUMO energy: 0.5 eV.

```
349
Properties=species:S:1:pos:R:3:forces:R:3
C -2.814152 2.403878 -4.929672 0.0 0.2 0.2
C -2.641424 1.617556 -6.234735 0.1 0.2 1.3
C -3.677017 0.478815 -6.282537 0.2 0.0 0.3
O -3.477781 -0.395063 -5.146836 0.7 1.2 -1.0
C -4.461912 -1.365222 -5.028989 -0.6 -0.4 0.5
N -2.658655 2.596333 -7.330317 -0.4 -1.3 -0.3
H -2.343555 3.384652 -4.860911 0.6 -0.2 -0.7
H -2.438310 1.842797 -4.074084 -0.5 -0.1 0.1
H -3.859534 2.699809 -4.841919 -0.3 -0.5 0.4
H -1.714125 1.044852 -6.219857 0.5 0.5 -0.1
H -3.546376 -0.053477 -7.224715 0.0 -0.4 -0.1
H -4.697041 0.863094 -6.281181 -0.3 0.2 0.2
H -4.282675 -1.946966 -4.124804 0.2 0.0 0.0
H -4.491271 -2.066184 -5.863192 0.0 0.0 -0.3
H -5.438912 -0.902960 -4.887970 -0.3 0.0 -0.2
H -2.459125 2.079348 -8.174719 0.5 0.0 -0.5
H -3.638144 2.786616 -7.486842 -0.5 0.7 0.1
C -4.121227 4.822787 5.205463 0.4 -0.8 -0.6
C -3.994248 5.041114 3.687895 -1.4 0.0 0.7
C -5.052519 4.271773 2.804207 1.0 1.1 0.7
O -5.113712 2.908123 3.114483 0.2 -0.8 -0.4
C -5.463832 2.162468 1.945777 0.0 0.2 -0.3
N -4.086797 6.517674 3.473360 0.1 -1.2 -0.5
H -3.298313 5.310885 5.727634 -0.1 0.3 0.0
H -3.991767 3.760588 5.413028 -0.2 -0.2 0.1
H -5.071306 5.169249 5.612182 0.0 0.1 -0.2
H -3.020843 4.710702 3.325389 0.1 -0.4 0.2
H -4.688801 4.450353 1.792324 0.0 -0.3 -0.5
H -6.054550 4.698695 2.846123 -0.2 0.3 0.3
H -6.308244 2.625866 1.435534 -0.3 0.0 0.1
H -5.669887 1.106660 2.121588 0.0 0.2 0.7
H -4.662941 2.169665 1.206435 0.4 0.2 0.0
H -3.107493 6.759313 3.525159 0.2 0.8 0.2
H -4.267229 6.601827 2.483174 -0.2 0.5 -0.4
C 8.759691 5.719162 2.435315 -0.4 -0.6 -0.2
C 7.302771 5.591331 1.954205 0.9 -1.1 0.5
C 6.375003 4.856251 2.932011 0.8 -0.6 0.2
O 5.141672 4.504768 2.345497 0.2 1.2 0.4
C 4.280213 3.939219 3.276212 -0.6 -0.8 0.3
N 6.837872 6.879170 1.552566 -0.6 0.8 -0.1
H 8.875883 6.239381 3.386086 0.0 0.1 -0.1
H 9.304578 6.201792 1.623978 0.0 0.3 0.3
H 9.196786 4.723386 2.509382 0.0 -0.1 0.3
H 7.435793 4.959340 1.076145 -0.5 -0.1 -0.2
H 6.229991 5.408439 3.860539 -0.2 0.6 0.0
H 6.804354 3.918455 3.284570 0.6 -0.3 -0.1
H 4.204055 4.488010 4.214893 0.0 0.4 0.0
H 4.643628 2.943957 3.532108 -0.1 -0.3 0.1
H 3.295779 3.861421 2.814750 0.0 0.0 0.1
H 5.858040 6.822029 1.314344 -0.3 0.1 -0.1
H 6.871668 7.496215 2.351456 0.1 0.3 0.1
C -7.915812 5.939282 -0.456516 1.4 -0.2 -0.3
C -6.522538 5.591131 -1.118820 -1.4 0.6 -0.4
C -6.541463 4.295843 -1.992906 -0.2 1.8 1.4
O -6.592422 3.221672 -1.070481 0.3 -0.9 -1.8
C -6.501856 1.967387 -1.804132 -0.2 0.2 1.5
N -6.120661 6.776581 -1.918082 0.3 -1.1 -0.3
H -8.762681 5.809955 -1.130440 0.2 -0.4 -0.1
H -7.945812 7.009277 -0.250786 0.2 0.0 0.4
H -8.031854 5.379697 0.471654 -0.3 0.0 -0.1
H -5.725008 5.380481 -0.406310 -0.3 0.0 0.7
H -5.611409 4.356007 -2.558140 0.1 -0.6 -0.3
H -7.410960 4.300571 -2.650198 0.0 -0.1 -0.2
H -5.483130 1.736800 -2.115777 0.2 0.2 -0.1
H -7.173326 1.893412 -2.659566 -0.1 0.3 0.0
H -6.809777 1.227913 -1.064907 0.0 -0.3 -0.2
H -6.296697 7.647716 -1.438252 -0.1 -0.1 0.2
H -5.116454 6.690498 -1.983318 0.2 0.4 -0.4
C 4.087168 6.065592 -2.104674 -0.4 0.9 0.9
C 3.960531 5.656484 -0.633869 -0.2 0.6 -0.6
C 2.666354 4.832148 -0.326201 0.5 0.0 -1.1
O 1.522316 5.382144 -1.021930 -0.4 -0.6 1.0
C 0.396402 4.466165 -0.897409 1.3 -0.7 -0.9
N 5.221090 4.977256 -0.273321 -1.9 -1.0 0.1
H 4.130285 5.231903 -2.805545 -0.1 0.0 0.2
H 5.027786 6.616035 -2.123790 0.1 0.0 -0.4
H 3.296894 6.777338 -2.343372 -0.1 -0.2 -0.4
H 3.866211 6.521652 0.022405 -0.1 0.8 -0.3
H 2.396788 4.716101 0.723550 0.4 0.3 0.4
H 2.919697 3.831680 -0.676888 -0.4 -0.5 -0.3
H -0.413380 4.680690 -1.594785 0.3 0.6 0.0
H -0.046557 4.284825 0.081868 0.3 0.7 0.5
H 0.816112 3.505123 -1.194658 -0.4 -0.4 -0.1
H 6.004239 5.606511 -0.169368 -0.3 0.4 -0.5
H 4.948643 4.736977 0.669097 1.1 -0.7 0.2
C -0.363251 -5.669750 -0.142373 -0.7 -0.2 0.2
O -1.314619 -4.826313 0.470932 -0.2 2.0 0.0
C -1.195047 -3.380229 0.176551 1.8 -0.6 0.4
C 0.106084 -2.795510 0.846840 -2.1 -0.3 -0.2
N -0.038937 -2.989073 2.288954 1.2 0.3 -0.6
C 1.290574 -2.925399 2.953445 -1.3 -1.7 0.5
C 2.010699 -4.291737 2.946704 0.4 0.5 0.4
O 1.317983 -5.355270 3.656202 0.4 1.0 -1.1
C 1.729409 -6.637599 3.213355 0.1 0.3 -0.2
H 0.624174 -5.689562 0.318824 0.1 0.4 0.1
H -0.265328 -5.459815 -1.207478 0.1 0.0 -0.2
H -0.793065 -6.658061 0.020683 0.2 -0.2 -0.3
H -2.077129 -2.843032 0.525041 0.0 -0.5 0.2
H -1.115941 -3.214745 -0.897903 0.0 -0.2 -0.2
H 0.188506 -1.728165 0.641750 0.0 -0.1 -0.2
H 0.955396 -3.297489 0.383382 0.4 -0.1 0.0
H -0.395876 -3.930414 2.369955 -0.1 -0.3 0.5
H 1.094993 -2.672383 3.995475 0.3 0.3 0.1
H 1.928912 -2.195822 2.455097 -0.1 0.1 0.1
H 2.995481 -4.109783 3.377038 0.2 -0.2 0.5
H 2.268056 -4.531757 1.915068 -0.5 -0.6 -0.3
H 2.744401 -6.894872 3.516187 0.1 0.0 0.6
H 1.799349 -6.672563 2.126163 -0.5 0.0 -0.3
H 1.010433 -7.377373 3.565343 0.1 0.1 0.1
C -8.566030 -4.620783 1.906673 -0.7 0.4 0.6
O -7.245694 -4.276568 1.620643 1.0 0.4 0.0
C -6.873826 -3.029366 2.237469 0.4 -0.1 -0.1
C -5.380049 -2.825500 2.214648 1.5 0.7 -0.5
N -4.873991 -1.645637 2.988613 -2.3 0.0 -1.3
C -3.449766 -1.535166 3.009686 0.3 -0.5 1.6
C -2.998314 -0.475966 4.040766 -0.2 0.0 0.3
O -3.364392 -0.862174 5.393893 0.3 -0.6 -1.4
C -3.186656 0.119232 6.365977 0.0 0.5 0.8
H -8.626270 -4.866828 2.966829 -0.4 -0.1 0.2
H -8.996683 -5.436915 1.326535 0.8 -0.3 -0.2
H -9.245829 -3.794804 1.697562 -0.1 0.4 0.2
H -7.088041 -2.941964 3.302629 -1.0 -0.4 0.1
H -7.330477 -2.230412 1.653307 -0.3 0.3 0.3
H -5.097884 -2.658994 1.175056 0.2 0.2 -0.2
H -4.829885 -3.728879 2.477903 -0.2 -0.4 0.4
H -5.227922 -1.607137 3.933780 -0.1 -0.3 0.1
H -3.012833 -1.405373 2.019563 -0.1 0.5 0.0
H -3.117497 -2.510064 3.366417 1.0 -0.2 0.1
H -3.454249 0.500722 3.878595 -0.2 0.1 -0.5
H -1.917259 -0.342699 3.999957 0.2 -0.1 -0.1
H -2.454630 0.910271 6.203222 0.5 -0.2 -0.8
H -2.843792 -0.362941 7.281431 -0.3 -0.1 0.1
H -4.101763 0.678404 6.560920 -0.4 -0.2 0.1
C -9.893299 3.004713 -1.063750 0.1 0.1 0.5
O -10.949054 2.476182 -1.837862 0.2 0.5 0.8
C -11.688257 1.385455 -1.308508 0.9 -0.5 -1.4
C -10.915773 0.076849 -1.686225 -0.7 0.3 0.3
N -11.550928 -1.100338 -1.106128 0.5 -0.9 -0.8
C -10.959479 -2.351479 -1.678804 -0.2 0.5 1.1
C -9.545925 -2.694250 -1.199786 0.8 0.2 -0.2
O -8.519628 -2.031495 -1.945035 0.9 -0.5 -0.6
C -7.213020 -2.632555 -1.751057 -0.8 -0.2 0.1
H -10.092135 3.260181 -0.022930 -1.2 0.3 0.2
H -9.606658 3.941538 -1.541559 0.3 -0.4 -0.1
H -9.058437 2.336815 -0.851566 0.3 -0.3 -1.0
H -12.617428 1.470762 -1.871951 -0.1 -0.5 0.1
H -11.948367 1.472462 -0.253574 0.4 0.1 0.3
H -9.855464 0.097152 -1.434367 0.2 0.5 0.3
H -10.903530 -0.047137 -2.769078 -0.3 0.2 -0.1
H -11.296343 -1.109533 -0.128790 -0.2 0.0 0.3
H -11.038162 -2.354978 -2.765959 0.3 0.3 0.0
H -11.587789 -3.186005 -1.367549 -0.1 0.0 0.2
H -9.448592 -3.779811 -1.186850 0.3 -0.3 -0.7
H -9.310839 -2.458549 -0.161871 -0.7 0.4 0.5
H -6.390197 -2.212310 -2.329376 -0.6 0.8 -0.3
H -7.201985 -3.672807 -2.076408 -0.3 -0.2 0.3
H -6.911763 -2.561930 -0.705908 -0.1 -0.1 0.3
C 3.672325 -6.440233 -0.446679 0.2 1.1 -0.5
O 3.387381 -5.471197 -1.484800 0.2 -0.3 0.4
C 4.417525 -5.398644 -2.454547 -0.1 0.0 -1.9
C 4.021138 -4.478608 -3.662097 -0.8 -1.0 1.5
N 4.023326 -3.144311 -3.187211 -0.6 3.0 -0.6
C 3.491905 -2.212891 -4.255420 0.5 -0.1 0.7
C 2.983603 -0.854175 -3.779554 1.0 -0.3 1.5
O 1.795022 -0.996772 -3.008317 -0.7 0.1 -1.1
C 1.086545 0.215827 -2.840670 -0.7 -0.2 0.5
H 4.621292 -6.170638 0.016869 0.2 -0.2 0.0
H 3.722557 -7.455666 -0.839706 -0.1 0.0 -0.1
H 2.918230 -6.355143 0.335758 -0.2 0.0 -0.3
H 4.610978 -6.385367 -2.875332 0.1 -0.4 0.1
H 5.363603 -4.990477 -2.098987 0.0 0.0 0.6
H 2.985102 -4.675941 -3.937424 -0.1 -0.9 -0.5
H 4.673214 -4.562221 -4.531529 0.1 -0.4 0.2
H 3.365735 -3.091243 -2.422453 -0.1 0.0 0.3
H 2.664111 -2.609095 -4.843535 -0.3 -0.6 0.1
H 4.310362 -2.099551 -4.966318 0.0 0.4 -0.1
H 2.947108 -0.160890 -4.619866 -0.6 0.0 -0.2
H 3.630120 -0.408233 -3.023740 1.0 0.1 -0.4
H 0.135279 -0.055215 -2.382706 -0.1 -0.1 -0.1
H 0.857749 0.761317 -3.756191 0.2 -0.2 -0.4
H 1.524625 0.931490 -2.144960 0.6 -0.1 0.0
C 4.384290 0.353441 4.924383 0.3 0.1 -0.2
O 4.054423 1.034207 6.101238 0.8 -0.2 0.3
C 5.231923 1.294421 6.906345 -2.3 0.4 0.6
C 4.596520 1.431030 8.290296 0.1 0.1 0.5
N 3.956499 0.253424 8.858187 0.7 -0.5 0.4
C 4.941098 -0.825652 9.083720 -1.1 0.5 -0.3
C 4.281423 -2.030468 9.749035 1.3 0.1 -0.3
O 3.554274 -2.798208 8.842077 -1.4 -1.4 0.3
C 2.907981 -3.944442 9.505929 -0.7 1.2 -1.5
H 3.544903 0.376501 4.229393 -0.1 0.0 0.1
H 4.651667 -0.680265 5.143586 0.1 -0.2 -0.1
H 5.246087 0.850254 4.478748 0.2 -0.2 -0.4
H 5.629435 2.253751 6.575005 0.5 0.0 0.0
H 5.995994 0.518380 6.951645 -0.1 -0.2 -0.7
H 3.863035 2.237193 8.275795 0.1 0.1 -0.1
H 5.386010 1.691841 8.995127 0.1 0.3 0.2
H 3.181836 -0.118252 8.327289 0.0 0.3 -0.4
H 5.721452 -0.408498 9.720217 0.0 -0.2 0.3
H 5.414942 -1.066079 8.132005 0.2 -0.6 0.0
H 3.677884 -1.649170 10.572732 -0.1 -0.2 0.3
H 5.057252 -2.730860 10.058285 0.4 0.3 0.9
H 2.073597 -3.604409 10.119338 0.1 0.3 0.3
H 3.517909 -4.632156 10.091723 0.6 0.3 -0.2
H 2.428738 -4.468611 8.679083 0.3 -0.2 0.1
C 3.664576 -0.796600 0.099918 -1.1 -1.3 0.1
O 2.398023 -0.431948 0.631511 -0.4 0.4 -0.4
C 2.301271 0.966220 0.854690 -0.4 -0.4 -0.1
C 0.837443 1.323539 1.174925 1.7 -1.4 -0.2
N 0.010312 1.128859 -0.004061 -0.6 1.2 1.3
C -1.393430 1.267302 0.430049 0.1 -0.2 -0.7
C -2.257006 0.938712 -0.754854 -0.2 -0.7 0.1
O -2.207177 -0.517568 -0.842424 0.0 0.7 -0.3
C -2.765238 -1.014281 -2.039019 -0.5 0.0 -0.3
H 4.442820 -0.690834 0.855720 0.2 0.2 -0.4
H 3.865915 -0.399165 -0.894878 0.2 0.9 0.2
H 3.491222 -1.843150 -0.150644 0.5 -0.4 0.3
H 2.596090 1.455689 -0.073541 0.2 0.5 0.0
H 3.004372 1.176560 1.660601 0.0 0.7 0.2
H 0.792966 2.320705 1.612845 -0.3 0.1 -0.2
H 0.539351 0.562842 1.896448 -0.1 0.2 0.8
H 0.199805 0.194912 -0.338634 -0.3 -0.2 0.0
H -1.558095 2.234187 0.905554 0.1 0.5 -0.7
H -1.747715 0.619608 1.231970 0.5 -0.7 0.3
H -1.855198 1.391009 -1.661540 0.2 -0.1 -0.2
H -3.274168 1.316399 -0.650822 -0.3 -0.3 0.1
H -2.487728 -2.045707 -2.256377 0.6 0.0 0.4
H -2.507287 -0.398658 -2.900741 0.1 0.0 -0.1
H -3.851899 -1.083559 -1.989370 -0.4 0.4 0.2
C 5.248018 -4.203303 -7.371924 -0.3 0.9 -1.2
O 3.959665 -3.925947 -7.933754 -0.3 -0.8 2.0
C 3.932010 -2.847924 -8.813793 -0.6 0.0 -0.9
C 2.457599 -2.359573 -8.975523 1.6 -0.6 -0.8
N 1.959005 -1.969173 -7.707671 -0.9 0.4 1.7
C 0.512042 -1.721562 -7.673165 -0.7 0.2 0.7
C -0.170046 -1.732943 -6.238739 1.6 0.3 -1.9
O -0.262705 -3.087798 -5.850755 -1.0 0.9 1.1
C -0.859293 -3.160767 -4.545955 0.6 -1.1 0.0
H 5.508139 -3.499039 -6.581704 -0.1 -0.1 0.2
H 5.926975 -3.990703 -8.197713 0.7 -0.4 0.1
H 5.330029 -5.242146 -7.052282 -0.3 0.1 -0.1
H 4.355787 -3.283998 -9.718419 -0.2 0.5 -0.8
H 4.580539 -2.010473 -8.556534 -0.1 0.1 0.6
H 1.861906 -3.171038 -9.393602 -0.1 -0.3 -0.4
H 2.475289 -1.536498 -9.689898 -0.2 0.1 0.0
H 2.111838 -2.764878 -7.104680 0.2 -0.1 0.3
H -0.023029 -2.476146 -8.249699 -0.2 -0.4 -0.1
H 0.288461 -0.781892 -8.178275 0.1 0.3 0.1
H -1.107326 -1.176635 -6.249351 -0.6 -0.5 -0.3
H 0.422480 -1.144867 -5.537902 0.5 -0.2 0.3
H -1.940892 -3.046736 -4.473463 -0.2 0.3 -0.7
H -0.429241 -2.454857 -3.835431 0.4 0.1 -0.1
H -0.645664 -4.178797 -4.220261 0.0 0.0 0.3
C -9.217883 -6.622921 -2.036809 1.6 -0.8 -0.7
O -9.118691 -6.344335 -3.441688 -0.1 -0.5 -0.7
C -8.410528 -7.309281 -4.290322 0.2 0.1 0.4
C -6.900959 -7.058677 -4.451885 -1.3 1.4 0.2
N -6.714162 -5.660900 -4.896640 0.4 -0.7 -0.3
C -5.330927 -5.240823 -5.074082 0.7 1.0 1.2
C -4.440799 -5.315533 -3.765412 -1.9 -0.8 -0.6
O -5.138364 -4.607152 -2.676225 1.5 -1.4 -2.8
C -4.595076 -4.908741 -1.421048 -0.5 1.8 0.6
H -9.462630 -7.676648 -1.903171 -0.2 0.0 0.2
H -9.883317 -5.986455 -1.453533 -0.4 0.1 -0.8
H -8.230744 -6.453925 -1.606580 0.2 -0.1 0.3
H -8.867529 -7.350242 -5.279042 -0.3 0.8 0.1
H -8.464203 -8.355469 -3.989129 -0.5 -0.1 0.9
H -6.590271 -7.784372 -5.203501 0.5 0.1 0.1
H -6.465731 -7.221554 -3.465905 0.5 -0.4 0.0
H -7.213958 -5.107566 -4.215382 0.2 0.4 0.0
H -5.210957 -4.208138 -5.401601 -0.9 0.4 0.0
H -4.886861 -5.736154 -5.937537 0.2 -0.7 0.4
H -3.405208 -5.026223 -3.944132 0.0 0.6 0.2
H -4.418217 -6.386813 -3.565535 0.2 -0.1 0.7
H -5.126119 -4.136748 -0.864167 0.0 -0.5 1.0
H -3.554463 -4.602473 -1.314214 0.4 -0.5 -0.2
H -4.806931 -5.909474 -1.044523 0.1 -0.1 -0.1
C 7.758804 -3.003770 7.939631 -0.3 0.5 -1.3
O 8.264440 -3.005710 6.562265 -1.0 1.1 0.8
C 7.643972 -1.902200 5.818799 0.1 -1.2 -0.2
C 7.930613 -2.066933 4.292202 0.5 -0.2 2.4
N 7.088641 -1.220963 3.485308 0.5 0.1 0.0
C 7.715729 -0.950080 2.181778 -0.8 0.3 0.5
C 7.517979 -2.144983 1.273808 0.1 1.4 -1.2
O 6.104373 -2.435511 1.088394 2.0 0.7 0.4
C 5.919562 -3.622615 0.352595 -0.5 -0.1 1.1
H 6.688309 -3.196871 8.009264 -0.3 -0.8 -0.6
H 7.721373 -1.988302 8.333985 1.0 0.2 0.3
H 8.289386 -3.731733 8.553354 0.2 0.3 -0.2
H 7.978870 -0.932328 6.186616 0.2 0.1 0.1
H 6.568122 -1.962776 5.983019 -0.3 0.0 0.0
H 7.769801 -3.135373 4.148363 0.3 -0.2 -0.5
H 8.977667 -1.790930 4.167360 0.1 -0.3 -0.3
H 6.310244 -1.823032 3.257928 -0.7 0.4 0.0
H 8.770731 -0.688076 2.261844 0.3 -0.6 0.4
H 7.334571 -0.004289 1.796678 -0.6 -0.5 -0.4
H 8.188967 -2.952126 1.567730 -0.7 -0.7 0.5
H 7.962274 -1.821741 0.332411 -0.3 -0.1 -0.6
H 4.890002 -3.605307 -0.004891 0.2 0.0 -0.5
H 5.958377 -4.417900 1.096981 0.3 -0.6 -0.3
H 6.671521 -3.760946 -0.424280 -0.2 0.0 -0.2
C 7.507493 -1.336398 -7.837824 -0.2 -1.1 -1.0
O 6.979068 -1.413640 -6.533830 1.6 0.7 0.3
C 8.051310 -1.125914 -5.587674 -0.6 -1.5 0.6
C 7.522562 -1.365789 -4.176756 -1.2 1.9 0.0
N 7.076773 -0.058099 -3.625444 1.3 -0.4 1.1
C 6.756710 -0.186354 -2.198953 -1.4 1.4 0.1
C 6.664445 1.183813 -1.446153 0.3 -0.2 -1.0
O 6.471776 0.924540 -0.103613 -0.5 -0.2 2.0
C 6.007864 1.986661 0.753321 1.4 -0.7 0.2
H 6.717594 -1.424322 -8.583763 -0.4 0.7 0.3
H 8.075349 -2.224637 -8.114728 0.6 -0.3 0.5
H 8.165388 -0.496979 -8.062884 -0.3 0.4 0.3
H 8.488983 -0.140735 -5.748779 -0.4 0.2 0.2
H 8.885668 -1.826451 -5.622364 0.1 -0.4 -1.1
H 8.239512 -1.836159 -3.503833 0.3 0.4 -0.1
H 6.647314 -2.015121 -4.156586 0.0 -0.6 -0.5
H 6.267178 0.249428 -4.145141 -0.1 0.0 0.0
H 7.485701 -0.780377 -1.647765 0.1 -0.1 -0.3
H 5.774466 -0.649060 -2.102986 -0.1 -0.5 0.4
H 5.839286 1.839379 -1.724448 0.0 0.0 -0.9
H 7.621589 1.674666 -1.622310 0.1 0.5 0.0
H 6.762391 2.763738 0.875551 0.0 0.5 -0.8
H 6.061918 1.584104 1.764815 -0.7 -0.5 0.1
H 5.028506 2.416387 0.542878 0.1 -0.2 -0.4
C -0.144689 3.620805 4.812997 1.6 -0.3 0.4
O 0.643499 4.594623 4.131623 0.2 -0.4 0.3
C -0.171970 5.496553 3.471515 1.3 1.3 -2.5
C 0.682784 6.543156 2.618201 -0.7 0.6 1.8
N -0.185706 7.696812 2.178624 1.3 -1.2 -0.1
C 0.581793 8.634644 1.334168 -0.5 -0.1 0.4
C 1.724325 9.360228 2.063509 -0.7 0.4 0.4
O 1.213296 10.090801 3.213911 -0.9 -1.3 -1.7
C 2.173255 10.835120 3.855675 0.7 0.1 0.9
H 0.505207 3.277158 5.617770 -0.3 0.3 0.5
H -0.233626 2.690454 4.252077 -0.8 0.2 -0.6
H -1.070179 4.058254 5.187435 -0.1 -0.3 -0.1
H -0.798606 6.016911 4.195836 -0.4 0.2 -0.2
H -0.696029 4.982901 2.665522 -1.0 -0.2 0.3
H 1.255552 6.101823 1.802559 -0.8 -0.2 -0.4
H 1.485637 6.910849 3.257205 0.1 0.1 0.5
H -0.437033 8.230503 2.998443 -0.2 -0.1 0.3
H -0.184619 9.298282 0.933799 0.4 0.4 -0.1
H 0.986041 8.053497 0.505338 0.2 0.1 -0.1
H 2.250609 10.069149 1.424336 -0.1 0.1 -0.3
H 2.449739 8.603720 2.362784 0.2 0.0 0.4
H 2.914240 10.162920 4.288328 0.5 0.0 0.1
H 1.709699 11.358424 4.691963 -0.1 0.1 -0.1
H 2.678066 11.554499 3.210888 0.0 0.1 -0.2
```
Forces are in eV/Å.